C46H60N4O3S2Sb3Tl as an isolated structure in a non-equilibrium geometry, computed with ωB97M-V with the def2-TZVPD basis set.

Calculated values
Orbital gap (alpha / beta), eV: 3.78 / 3.76
Lowest unoccupied orbital energy (alpha / beta), eV: 3.28 / 3.28

Structure (ORCA input):
```
! RIJCOSX wB97M-V def2-TZVPD def2/J DEFGRID3
* xyz -2 1
Tl 0.01 -0.31 -0.32
Sb -0.30 -0.53 -3.10
Sb 1.88 -2.36 0.97
Sb -1.98 1.86 -1.20
S 0.96 5.14 4.38
S -0.92 2.58 1.06
O 0.21 6.20 3.65
O 2.34 5.42 4.90
O 0.04 4.75 5.72
N -2.10 -1.50 0.34
N -4.22 -2.47 1.18
N -2.36 4.49 2.40
N 0.38 0.31 2.38
C 4.88 -1.43 1.31
C 0.69 3.61 3.68
C -3.16 2.10 -3.19
C -3.72 2.03 0.26
C 0.13 -2.92 4.14
C -0.26 -2.50 -4.04
C -4.30 -2.70 2.69
C -0.83 6.14 -1.40
C 2.80 -2.94 4.50
C -2.12 1.87 -4.29
C 3.68 -1.04 0.44
C -3.82 1.33 1.45
C -0.31 -3.60 -3.24
C -1.84 0.39 -4.53
C 1.88 3.06 3.61
C -4.75 1.69 2.41
C -0.07 1.63 4.80
C -4.50 3.17 0.15
C 1.75 0.52 -5.26
C -5.07 -3.08 0.07
C 2.94 1.06 -5.73
C 1.73 1.75 3.24
C -0.17 -2.62 -5.40
C -0.30 2.75 4.08
C 3.88 1.54 -4.81
C 2.37 1.03 -3.01
C 1.49 0.48 -3.90
C -1.53 4.94 -1.37
C 3.34 -4.83 -0.01
C 1.47 -2.38 4.18
C -0.24 -5.01 -5.20
C 0.46 1.25 3.28
C 0.54 6.17 -1.19
C 1.65 -5.23 1.90
C 2.83 -4.41 1.37
C -0.84 3.76 -1.21
C 0.53 3.79 -0.96
C -3.03 -2.05 0.74
C -0.29 -4.87 -3.81
C 3.60 1.50 -3.45
C -0.19 -3.88 -5.99
C -5.62 2.76 2.22
C 3.96 -1.33 -1.04
C -1.22 4.02 1.97
C -5.49 3.53 1.07
C 1.22 4.99 -0.91
H 2.82 -2.86 5.63
H 3.58 -2.20 4.17
H 2.29 4.99 -0.68
H -1.19 2.45 -4.08
H 1.08 7.12 -1.20
H -2.51 2.30 -5.23
H 2.07 -6.24 2.17
H -3.91 1.32 -3.18
H 4.46 -0.46 -1.53
H 3.18 1.07 -6.79
H 2.56 -4.80 -0.79
H 4.73 -1.24 2.39
H 1.40 -0.98 4.38
H 0.27 -3.61 5.01
H -3.82 -3.65 2.95
H 1.03 0.16 -5.98
H -0.10 -1.76 -6.05
H -4.78 -4.10 -0.16
H 2.14 1.01 -1.94
H 4.64 -2.20 -1.10
H 5.76 -0.82 1.03
H 0.84 -5.36 1.17
H 2.98 -4.05 4.33
H -0.32 1.17 5.55
H -3.57 3.13 -3.13
H -4.74 1.15 3.35
H -2.77 -0.21 -4.39
H -6.14 4.38 0.86
H -3.21 0.45 1.62
H -4.94 -2.43 -0.81
H -1.34 0.22 -5.50
H 2.54 1.22 2.79
H -2.61 4.94 -1.46
H 1.26 -4.87 2.86
H -5.34 -2.70 3.01
H 4.38 1.80 -2.75
H -1.38 7.06 -1.57
H 3.65 -4.25 2.09
H 5.14 -2.50 1.14
H -0.26 -6.01 -5.66
H -0.38 -0.32 2.12
H -0.16 -3.95 -7.08
H -4.34 3.80 -0.71
H -0.38 -5.73 -3.16
H 1.07 2.86 -0.73
H 1.30 -0.41 2.34
H 3.34 -0.02 0.65
H -0.54 -2.09 4.49
H -3.78 -1.85 3.17
H -6.12 -3.04 0.37
H 3.03 -1.47 -1.64
H 4.86 1.92 -5.14
H 2.86 3.55 3.73
H -0.38 -3.48 -2.16
H -6.36 2.98 2.99
H 3.73 -5.87 0.08
H 1.10 -1.34 -2.13
H 4.20 -4.23 -0.34
H -0.14 -3.42 3.14
H -0.83 3.83 5.49
*
```

=====

A 2-piece molecular cluster, C3H6N2O overall in a non-equilibrium geometry, computed with ωB97M-V with the def2-TZVPD basis set.

Calculated values
Orbital gap, eV: 8.63
Lowest unoccupied orbital energy, eV: -0.85

Structure (ORCA input):
```
! RIJCOSX wB97M-V def2-TZVPD def2/J DEFGRID3
* xyz 0 1
O 1.15 -0.84 1.14
N -1.63 -0.52 0.12
N 2.37 -0.08 -1.88
C -0.99 0.62 -0.49
C 1.62 0.26 0.60
C 2.00 -0.03 -0.78
H -0.66 0.35 -1.50
H -1.98 -0.30 1.05
H 0.91 -0.62 2.06
H -0.10 1.01 0.05
H -1.00 -1.31 0.20
H -1.68 1.46 -0.56
*
```

=====

| no. | electronic energy (eV) |
| --- | --- |
| 1 | -106729.3409 |
| 2 | -8232.2937 |